No. 1
The following is a DFT calculation (ωB97M-V/def2-TZVPD) of C30H29MnN5O3 as an isolated structure.

Values from the calculation:
Frontier orbital gap (alpha / beta) (Ha): 0.2596 / 0.2852
Lowest unoccupied orbital energy (alpha / beta) (eV): -4.10 / -3.56
HOMO (alpha / beta) (eV): -11.16 / -11.32
Energy above the lowest of the compared OMol25 structures with the same formula, charge and spin (kJ/mol): 13.45
Total charge: +1
Spin multiplicity: 5
Max |F| (eV/Å): 0.281

Structure (XYZ):
```
68
Properties=species:S:1:pos:R:3:forces:R:3
Mn -0.227533 -0.061643 0.303378 0.09 0.04 -0.13
C -0.478284 -2.255249 -2.857462 -0.03 -0.03 0.00
C -0.488007 -3.213424 -1.697888 0.05 0.02 -0.07
C 0.003275 -4.505204 -1.864600 0.00 -0.01 0.02
C -0.023584 -5.416734 -0.823989 -0.03 0.05 0.01
C -0.569996 -5.049582 0.398156 0.02 -0.02 -0.02
C -1.071022 -3.771101 0.599244 -0.02 -0.07 0.06
C -1.701326 -3.405402 1.914609 0.01 -0.01 -0.01
C -0.999988 -2.849419 -0.453617 -0.01 0.02 0.02
N -1.443963 -1.511151 -0.210302 0.03 0.03 0.08
C -2.791425 -1.312583 -0.080259 0.02 0.12 -0.25
O -3.681452 -2.078834 -0.374076 -0.02 -0.06 0.09
C -3.083843 0.049932 0.498355 0.01 -0.09 0.07
C -4.327442 0.595353 0.740137 -0.03 0.04 0.03
C -4.382775 1.858121 1.326009 0.05 -0.01 -0.02
C -3.212188 2.535330 1.660058 -0.04 -0.01 0.00
C -2.008468 1.918614 1.387308 0.05 0.02 0.06
N -1.982856 0.718654 0.820501 0.01 -0.03 0.00
C -0.629189 2.449585 1.694012 0.02 0.04 -0.16
O -0.456369 3.527259 2.220292 -0.01 -0.02 0.05
N 0.324840 1.561512 1.290409 -0.01 -0.07 0.02
C 1.689945 1.881795 1.562183 -0.03 -0.02 0.04
C 2.405005 2.707592 0.683098 0.01 0.02 -0.03
C 1.702682 3.479732 -0.400611 0.00 -0.02 0.01
C 3.771958 2.873449 0.891369 0.00 -0.01 0.00
C 4.406011 2.268675 1.964683 -0.01 -0.01 0.01
C 3.668497 1.524550 2.872172 0.01 0.02 -0.01
C 2.302156 1.333963 2.697516 0.00 -0.01 0.01
C 1.491818 0.653055 3.766750 0.02 0.03 -0.02
H -0.480320 -2.803387 -3.798513 0.01 0.00 0.00
H 0.415281 -1.628062 -2.849742 0.00 -0.02 0.01
H -1.348462 -1.600064 -2.840529 0.00 0.01 0.00
H 0.394547 -4.799325 -2.830937 0.00 0.00 0.00
H 0.357625 -6.418645 -0.970656 0.00 0.00 0.01
H -0.624226 -5.770537 1.205082 0.00 0.00 0.00
H -1.532215 -4.190006 2.650324 0.00 0.00 0.01
H -2.780093 -3.280651 1.802154 0.01 0.01 0.00
H -1.304486 -2.469521 2.318472 -0.02 -0.01 -0.01
H -5.211344 0.029827 0.480040 0.00 0.00 0.00
H -5.342767 2.312990 1.530688 0.00 0.00 0.00
H -3.211185 3.511061 2.125418 -0.01 0.00 0.00
H 0.866461 2.928228 -0.827410 0.02 0.01 0.01
H 2.391562 3.761240 -1.197226 0.00 0.00 0.00
H 1.290460 4.396521 0.025955 -0.01 0.00 0.00
H 4.335747 3.504158 0.214531 0.00 0.00 0.00
H 5.469154 2.404386 2.111675 0.00 0.00 0.00
H 4.153274 1.100779 3.743202 0.00 0.00 0.00
H 2.123006 0.029918 4.399182 0.00 0.00 0.00
H 0.685701 0.043303 3.363608 -0.01 -0.01 0.01
H 1.026377 1.409749 4.402688 0.00 0.00 0.00
O 1.874022 -0.038204 -0.699316 -0.06 0.00 0.05
C 2.036757 0.439835 -2.027459 -0.01 -0.02 -0.04
C 0.739531 0.975510 -2.579048 -0.01 0.00 0.05
C 0.696251 1.507054 -3.860314 0.02 -0.01 0.00
C -0.505010 1.982107 -4.348086 0.00 -0.01 0.00
C -1.630947 1.909764 -3.538433 0.00 0.01 0.00
C -1.500212 1.362382 -2.280549 0.00 0.00 -0.02
N -0.337459 0.900396 -1.800321 -0.05 0.01 0.10
H 2.358193 0.552728 -0.094376 0.01 -0.01 0.00
H 2.379516 -0.392019 -2.646566 0.02 0.02 -0.01
H 2.803162 1.216402 -2.055654 -0.01 0.01 -0.01
H 1.597916 1.541909 -4.458247 0.00 0.00 0.00
H -0.567142 2.401733 -5.343046 0.00 0.00 0.00
H -2.592805 2.268974 -3.874530 0.00 -0.01 0.00
H -2.360201 1.285851 -1.628102 0.01 0.00 -0.01
N 1.734719 -2.321544 1.923887 0.08 -0.02 -0.11
C 1.076658 -1.554097 1.376888 -0.12 0.09 0.14
H 2.316475 -3.017586 2.347832 -0.02 -0.02 0.01
```
Positions in Å, forces in eV/Å.



No. 2
The following is a DFT calculation (ωB97M-V/def2-TZVPD) of C30H30AsBaF6N2O5P2 as an isolated structure in a non-equilibrium geometry.

Values from the calculation:
Frontier orbital gap (alpha / beta) (Ha): 0.3169 / 0.2132
Lowest unoccupied orbital energy (alpha / beta) (eV): 0.26 / -2.58
HOMO (alpha / beta) (eV): -8.37 / -8.38
Energy above the lowest of the compared OMol25 structures with the same formula, charge and spin (kJ/mol): 184.32
Spin multiplicity: 2
Max |F| (eV/Å): 2.115

Structure (XYZ):
```
77
Properties=species:S:1:pos:R:3:forces:R:3
Ba -1.220113 1.434182 1.011062 1.90 -0.08 -0.92
O -3.888402 0.425605 2.581842 0.06 0.05 -0.08
C -4.171307 0.664334 3.945015 -0.07 -0.01 0.10
C -3.395245 -0.328727 4.806581 -0.33 0.00 0.02
N -1.956358 -0.186659 4.710874 0.06 -0.25 -0.26
C -1.208043 -1.238547 4.214111 0.03 -0.16 0.16
C -1.643150 -1.535537 2.579888 -0.36 -0.50 0.18
O -2.447599 -2.424139 2.455081 0.15 0.05 0.10
O -1.043624 -0.764565 1.829190 0.24 -1.36 0.37
C -1.342699 1.079016 4.995339 0.19 0.38 0.05
C -1.004074 1.839087 3.663636 0.22 -0.31 1.55
O -1.928406 2.452995 3.126740 -1.07 0.98 0.65
O 0.123252 1.664421 3.185100 0.99 -0.19 0.45
H -4.246182 1.162750 2.064789 -0.01 -0.05 0.04
H -5.234630 0.498308 4.156274 0.05 0.01 0.01
H -3.917852 1.690648 4.222117 0.01 -0.02 -0.03
H -3.645215 -1.347863 4.512492 -0.01 0.03 0.00
H -3.684656 -0.174786 5.852190 -0.02 -0.01 -0.04
H -1.476363 -2.189683 4.675027 -0.01 0.02 -0.07
H -0.144512 -1.020098 4.234408 0.00 0.00 -0.01
H -0.422654 0.902802 5.553233 -0.01 0.05 -0.05
H -2.039963 1.669173 5.587614 0.05 0.05 -0.03
N 1.442170 0.577668 -1.721211 0.25 0.35 -0.25
P -0.226989 0.167695 -1.792825 -0.14 -0.39 -0.38
C -0.147098 -1.619667 -2.111508 -0.14 -0.05 -0.05
C 0.540893 -2.135049 -3.207337 -0.02 -0.01 -0.02
C 0.635498 -3.502609 -3.384760 0.08 0.03 -0.11
C 0.037531 -4.364653 -2.473809 -0.06 -0.06 0.09
C -0.656688 -3.857749 -1.387566 0.00 -0.08 0.00
C -0.748652 -2.484657 -1.204683 -0.03 0.08 0.00
C -0.702296 0.808870 -3.427500 -0.10 0.03 0.03
C -0.067572 1.849753 -4.095181 0.02 -0.05 0.13
C -0.582016 2.334653 -5.287474 -0.02 0.06 -0.10
C -1.741525 1.794866 -5.818373 0.03 0.06 -0.04
C -2.389265 0.765122 -5.152382 -0.05 -0.03 -0.01
C -1.875129 0.278542 -3.965562 0.02 -0.02 0.01
P 2.018812 0.831348 -0.106708 0.18 0.01 0.11
C 3.767132 1.225045 -0.454642 -0.03 0.09 0.07
C 4.377211 1.038905 -1.690971 -0.09 -0.04 0.02
C 5.722350 1.329009 -1.852390 0.08 0.01 -0.04
C 6.470056 1.796102 -0.781943 0.04 0.00 -0.03
C 5.867871 1.981008 0.453248 0.00 0.02 0.07
C 4.519419 1.706728 0.613887 0.00 0.03 -0.03
C 2.197332 -0.895655 0.442081 0.08 -0.05 0.09
C 2.051785 -1.157312 1.800757 -0.04 0.02 -0.06
C 2.218554 -2.448540 2.279242 -0.01 -0.02 0.09
C 2.511590 -3.479308 1.401457 0.00 -0.06 0.05
C 2.660934 -3.220159 0.046005 0.04 -0.05 -0.08
C 2.517235 -1.930900 -0.431973 0.04 0.04 0.01
H 1.640075 1.398814 -2.284563 0.13 -0.13 -0.10
H 1.005994 -1.457711 -3.914030 0.01 0.00 -0.02
H 1.171812 -3.902000 -4.235842 0.01 -0.01 -0.01
H 0.113830 -5.434556 -2.617899 -0.01 -0.02 0.01
H -1.123855 -4.524201 -0.674683 0.00 -0.02 0.00
H -1.272739 -2.091083 -0.340624 0.01 0.01 -0.02
H 0.826336 2.319522 -3.701283 -0.01 0.00 0.00
H -0.076461 3.146121 -5.793946 -0.01 0.01 -0.02
H -2.146209 2.181380 -6.743815 0.00 0.01 -0.02
H -3.301975 0.345820 -5.554031 -0.01 0.00 -0.01
H -2.389876 -0.521525 -3.446062 -0.01 -0.01 0.00
H 3.804807 0.651177 -2.523543 0.00 -0.02 -0.02
H 6.189905 1.184096 -2.817611 0.01 0.00 -0.01
H 7.521141 2.018568 -0.910734 0.01 0.00 0.00
H 6.446758 2.349078 1.290106 0.00 0.00 0.01
H 4.042757 1.866953 1.574422 0.00 0.01 0.02
H 1.790075 -0.349139 2.474583 -0.02 0.03 0.03
H 2.112108 -2.654006 3.337490 0.00 0.00 0.01
H 2.625910 -4.489244 1.772869 0.00 -0.02 0.01
H 2.887640 -4.026163 -0.639491 0.01 -0.01 -0.01
H 2.631310 -1.723397 -1.488225 0.03 0.00 0.02
F -2.045311 3.569120 0.274037 -0.85 0.95 -0.58
As -3.606266 3.191604 -0.518493 -0.84 0.54 -0.65
F -4.347303 3.187387 1.060405 0.23 -0.08 -0.24
F -2.721808 3.035589 -2.001758 -0.21 0.06 0.40
F -5.087566 2.757877 -1.273724 0.28 0.01 0.14
F -3.899812 4.868216 -0.729887 0.15 -0.32 0.04
F -3.272607 1.439937 -0.224171 -1.09 0.43 -0.69
```
Positions in Å, forces in eV/Å.



No. 3
The following is a DFT calculation (ωB97M-V/def2-TZVPD) of C30H30BF4LiO10 as an isolated structure in a non-equilibrium geometry.

Values from the calculation:
Frontier orbital gap (Ha): 0.2094
Lowest unoccupied orbital energy (eV): -1.85
HOMO (eV): -7.55
Energy above the lowest of the compared OMol25 structures with the same formula, charge and spin (kJ/mol): 223.58
Spin multiplicity: 1
Max |F| (eV/Å): 11.747

Structure (XYZ):
```
76
Properties=species:S:1:pos:R:3:forces:R:3
Li -1.530487 2.385987 2.912250 0.35 -0.81 -0.41
B -0.610487 0.273987 1.406250 3.89 3.65 1.93
F -1.044487 0.496987 2.746250 -1.45 1.07 0.43
F 0.777513 0.208987 1.572250 0.35 -0.38 -0.46
F -1.126487 -0.754013 0.861250 -2.36 -3.64 -1.62
F -0.822487 1.435987 0.613250 -0.91 0.09 0.98
C 4.707513 0.914987 4.493250 -1.20 2.28 -2.00
C 5.323513 2.138987 4.920250 1.35 -1.79 0.38
C 5.055513 3.266987 4.092250 1.50 -2.67 3.32
C 4.289513 3.145987 3.025250 -1.16 1.32 -0.72
C 3.579513 2.054987 2.632250 0.19 -2.71 -0.74
C 3.799513 0.878987 3.288250 1.34 -0.27 3.65
O 3.098513 -0.283013 3.050250 3.63 0.13 4.20
O 5.417513 4.514987 4.443250 2.94 0.77 1.57
H 4.751513 0.025987 5.045250 0.44 -1.11 0.74
H 6.188513 2.168987 5.843250 -2.90 -0.12 -2.63
H 4.126513 4.152987 2.842250 -1.01 1.70 -2.35
H 3.036513 1.784987 1.750250 -0.72 1.47 -0.79
H 2.583513 -0.320013 2.317250 -2.46 0.55 -3.58
H 6.295513 4.424987 4.947250 -2.00 0.50 -1.01
C 1.706513 5.615987 -2.187750 -1.19 -3.53 1.61
C 0.470513 5.086987 -1.806750 0.64 1.23 -0.94
C 0.380513 3.797987 -1.443750 0.57 -1.65 1.10
C 1.521513 2.971987 -1.333750 -0.52 1.73 -1.09
C 2.736513 3.436987 -1.744750 -0.21 1.35 -0.09
C 2.793513 4.800987 -2.096750 1.26 -0.30 -0.10
O 4.038513 5.377987 -2.356750 -1.02 0.93 4.81
O -0.831487 3.330987 -1.079750 -0.63 -0.52 0.42
H 1.789513 6.593987 -2.382750 0.53 3.44 -0.91
H -0.415487 5.676987 -1.809750 -0.53 0.42 -0.06
H 1.433513 2.004987 -0.996750 -0.39 -2.24 0.63
H 3.608513 2.801987 -1.803750 0.13 0.14 0.26
H 4.175513 5.161987 -3.198750 1.57 -1.07 -5.46
H -0.710487 2.508987 -0.567750 -0.20 0.49 -0.64
C -5.956487 -0.637013 -1.856750 1.09 -4.19 -0.41
C -5.961487 -1.775013 -2.664750 1.95 -0.09 1.81
C -5.070487 -2.828013 -2.319750 0.97 1.49 0.96
C -4.307487 -2.745013 -1.128750 -0.51 0.89 1.27
C -4.489487 -1.576013 -0.305750 2.82 -2.06 1.38
C -5.275487 -0.515013 -0.694750 1.13 -2.67 -0.13
O -5.338487 0.567987 0.043250 -0.26 3.00 0.84
O -4.818487 -3.754013 -3.238750 -1.80 -0.89 -1.64
H -6.560487 0.059987 -2.179750 -3.03 4.03 -1.39
H -6.508487 -1.689013 -3.568750 -0.27 -0.56 -0.76
H -3.564487 -3.531013 -0.728750 -1.35 1.23 -1.12
H -3.772487 -1.532013 0.651250 -2.00 0.15 -2.13
H -5.631487 1.265987 -0.572750 0.08 -0.06 0.81
H -3.981487 -4.178013 -3.228750 1.16 -0.27 0.63
C 0.143513 -0.792013 -3.918750 2.89 -0.05 1.59
C -0.537487 -0.818013 -5.102750 -3.41 0.52 2.71
C -1.980487 -0.738013 -5.078750 2.75 -0.66 -2.72
C -2.629487 -0.743013 -3.937750 6.45 0.06 4.23
C -1.951487 -0.712013 -2.652750 1.37 -0.49 -4.83
C -0.536487 -0.784013 -2.658750 -4.31 0.46 -2.83
O 0.059513 -0.719013 -1.527750 2.77 0.06 4.02
O -2.738487 -0.692013 -6.263750 1.67 -0.69 -0.34
H 1.344513 -0.729013 -3.869750 -2.98 -0.27 -0.25
H -0.092487 -0.717013 -5.997750 1.87 0.10 -2.96
H -3.565487 -0.688013 -4.005750 -7.72 0.37 -0.03
H -2.580487 -0.606013 -1.842750 -0.71 0.06 2.03
H -0.516487 -0.736013 -0.715750 0.57 -0.16 -1.83
H -2.152487 -1.097013 -6.951750 -0.99 0.62 0.67
C 0.513513 -5.396013 3.429250 -0.85 0.68 -1.22
C -0.660487 -4.892013 2.729250 11.17 3.62 -0.32
C -0.553487 -3.746013 1.925250 6.20 -2.09 2.12
C 0.728513 -3.082013 1.768250 -1.33 -8.33 6.69
C 1.857513 -3.492013 2.590250 -2.00 0.73 -1.96
C 1.802513 -4.641013 3.311250 -3.08 -2.64 2.82
O 2.774513 -4.894013 4.267250 0.48 -1.37 0.19
O -1.594487 -3.372013 1.297250 -3.95 1.03 -2.14
H 0.252513 -6.395013 4.032250 1.41 2.46 -1.09
H -1.429487 -5.348013 2.946250 -8.14 -4.25 1.47
H 0.864513 -2.323013 1.243250 0.75 6.61 -4.75
H 2.708513 -2.833013 2.614250 0.35 -0.15 0.06
H 2.690513 -5.789013 4.716250 -0.23 1.71 -1.20
H -1.577487 -2.447013 1.455250 -0.81 1.59 -0.66
```
Positions in Å, forces in eV/Å.